No. 1
DFT (ωB97M-V/def2-TZVPD) results for a 2-piece molecular cluster, C6H17NO overall at a distorted geometry.

XYZ file:
```
25
Properties=species:S:1:pos:R:3
C 1.7033 0.4776 -0.3792
C 1.3931 1.7084 -1.2225
C 2.4623 2.7793 -1.0661
N 0.7693 -0.6231 -0.6334
H 2.7353 0.1280 -0.5073
H 1.5672 0.7044 0.6820
H 0.4291 2.0643 -0.8526
H 1.2737 1.4269 -2.2692
H 2.8765 2.8052 -0.0562
H 3.3051 2.6411 -1.7484
H 2.0801 3.7749 -1.2905
H -0.5113 -0.1152 -0.3536
H 0.6872 -0.9232 -1.5972
H 0.8391 -1.4195 -0.0171
C -2.0560 -0.1111 1.0615
O -1.5255 0.2560 -0.1741
C -1.6823 -1.4957 1.5377
C -2.1020 -2.6592 0.5882
H -3.1492 0.0099 1.0499
H -1.7534 0.5712 1.8784
H -2.1963 -1.6609 2.4931
H -0.6067 -1.5866 1.7090
H -1.4882 -2.5414 -0.3033
H -3.1686 -2.6082 0.3867
H -1.8817 -3.6029 1.0845
```

Output
* charge: 0
* SMILES: CCCN.CCCO
* LUMO energy: 0.880 eV
* Kohn-Sham gap: 9.61 eV
* total energy: -10034.7127 eV

***

No. 2
DFT (ωB97M-V/def2-TZVPD) results for C14H16BaN5O2 as an isolated structure at a distorted geometry.

XYZ file:
```
38
Properties=species:S:1:pos:R:3
Ba -0.2323 0.9502 -2.1043
N -0.1489 -2.7440 -0.9907
C 1.1229 -2.1830 -0.9760
C 2.1953 -3.0750 -0.7908
C 3.4752 -2.5786 -0.7710
C 3.6849 -1.2070 -0.9355
C 2.5779 -0.4164 -1.1143
N 1.3170 -0.8837 -1.1400
C -1.4579 -2.2723 -1.0335
C -2.4621 -3.2484 -0.9107
C -3.7749 -2.8509 -0.9132
C -4.0809 -1.4950 -1.0403
C -3.0380 -0.6126 -1.1803
N -1.7417 -0.9851 -1.1848
H -0.1177 -3.7413 -0.8562
H 2.0099 -4.1327 -0.6610
H 4.3110 -3.2493 -0.6257
H 4.6748 -0.7778 -0.9195
H 2.6975 0.6601 -1.2341
H -2.1994 -4.2921 -0.8041
H -4.5614 -3.5862 -0.8114
H -5.1010 -1.1426 -1.0332
H -3.2275 0.4520 -1.2768
C 1.8966 3.3967 2.0267
C 0.7135 2.5190 1.7697
N 0.4860 1.4080 2.3293
O 1.4911 1.0983 3.2263
C -0.3175 2.9313 0.7745
C -1.4931 3.7442 1.1920
N -0.1024 2.5217 -0.4108
O -1.0118 2.7660 -1.3881
H 2.7704 2.9996 1.5054
H 2.1358 3.4232 3.0890
H 1.7136 4.4053 1.6623
H 1.1480 0.3183 3.6674
H -1.7427 3.5452 2.2318
H -2.3393 3.5268 0.5440
H -1.2708 4.8083 1.0881
```

Output
* charge: +1
* LUMO energy: -2.693 eV
* Kohn-Sham gap: 8.90 eV
* total energy: -27009.9028 eV

***

No. 3
DFT (ωB97M-V/def2-TZVPD) results for a 2-piece molecular cluster, C6H6Cl2 overall at a distorted geometry.

XYZ file:
```
14
Properties=species:S:1:pos:R:3
C -0.3156 2.3507 -1.0845
C -0.5177 1.2700 -0.6199
C -1.6784 0.1287 1.2187
C -0.9895 0.0677 0.0231
C 2.8347 -1.0475 0.3346
C -0.5124 -1.2500 -0.6227
Cl 3.2406 0.1421 -0.8042
Cl 2.0890 -0.5027 1.6180
H 0.0344 3.2888 -1.4981
H -1.6654 1.0994 1.7734
H -1.5848 -0.7204 1.8107
H 0.6200 -1.3417 -0.3329
H -0.6608 -1.2698 -1.6514
H -0.8942 -2.2153 -0.1648
```

Output
* charge: 0
* LUMO energy: -0.838 eV
* Kohn-Sham gap: 8.27 eV
* total energy: -31357.7894 eV

***

No. 4
DFT (ωB97M-V/def2-TZVPD) results for a 3-piece molecular cluster, C2H10NO2 overall at a distorted geometry.

XYZ file:
```
15
Properties=species:S:1:pos:R:3
C -1.7958 -0.4672 -1.0483
C -0.8184 1.7029 -1.0897
N -0.6839 0.4570 -0.9292
H -2.7152 -0.0497 -1.4438
H -2.1117 -0.7667 -0.0407
H -1.4793 -1.3471 -1.5624
H -1.7158 2.1367 -1.4889
H -0.0203 2.3724 -0.7779
H 0.2190 0.0212 -0.6635
H 2.4352 -1.2038 -0.5874
H 1.8251 -0.6504 0.6619
O 1.6150 -0.7852 -0.2803
H 1.7241 0.3098 3.2715
H 1.5735 -1.2504 3.2061
O 1.9484 -0.4793 2.7725
```

Output
* charge: +1
* LUMO energy: -4.596 eV
* Kohn-Sham gap: 10.76 eV
* total energy: -7814.4569 eV

***

No. 5
DFT (ωB97M-V/def2-TZVPD) results for C8H22ClMnSiYb as an isolated structure at a distorted geometry.

XYZ file:
```
34
Properties=species:S:1:pos:R:3
Mn 1.8325 -0.3969 1.7973
Cl 1.5521 1.0551 3.6133
C 2.6623 0.4987 0.1326
H 2.6221 0.5613 -0.9598
H 3.6949 0.1923 0.3585
H 2.5447 1.5159 0.5206
Yb 1.2878 -1.3429 -0.9310
C 0.2093 -3.3738 -1.1272
C 2.4646 -2.2399 1.2855
C -1.0192 0.6413 -1.8851
H 3.4700 -1.9373 1.5457
H 1.8811 -2.8890 1.9392
H 2.5481 -2.6497 0.2451
H -0.4897 -3.3550 -1.9850
H 0.8685 -4.2510 -1.2455
H -0.3907 -3.5341 -0.2130
H -0.3902 1.3767 -2.4141
H -0.8734 -0.3822 -2.3238
C -2.4052 0.9629 -1.7927
Si -1.0661 1.0560 0.0597
C -0.2032 2.6641 0.0507
C -2.4992 1.4610 1.2216
C -0.2488 -0.4790 0.8115
H -2.7756 1.8756 -1.3039
H -3.1002 0.1585 -1.5854
H -2.4521 1.2887 -2.8289
H -0.9153 3.4682 -0.1659
H 0.2498 2.7816 1.0326
H 0.6022 2.6842 -0.6743
H -3.0144 0.5593 1.5683
H -2.0420 1.9080 2.1159
H -3.2426 2.1692 0.8352
H -0.6702 -0.6036 1.8317
H -0.6920 -1.4442 0.4705
```

Output
* charge: -1
* LUMO energy (spin up / spin down): 2.412 / 2.310 eV
* Kohn-Sham gap (spin up / spin down): 5.11 / 5.56 eV
* total energy: -91899.8701 eV
* multiplicity: 6

***

No. 6
DFT (ωB97M-V/def2-TZVPD) results for an isolated ion of composition C7H13N2O and charge +1 at a distorted geometry.

XYZ file:
```
23
Properties=species:S:1:pos:R:3
C 1.1000 -0.7506 -0.0357
C -1.2607 -0.7197 0.0673
C -3.2989 0.9000 -0.6416
C -3.8209 -0.2355 0.0958
C -2.4041 0.3235 0.5398
C 3.5628 -1.0847 -0.0339
C 2.5794 1.1896 0.2723
N 2.3044 -0.2386 0.0431
N -0.0101 -0.0228 0.1274
O -1.3470 -1.8290 -0.3132
H 0.7830 -1.7114 -0.4063
H -2.8345 0.9852 -1.6177
H -3.6340 1.9492 -0.3552
H -4.6898 -0.0525 0.6249
H -3.7567 -1.1743 -0.5512
H -2.2317 0.7233 1.4816
H 3.9406 -0.8500 -1.0540
H 4.1908 -0.6468 0.7058
H 3.1860 -2.0912 0.0638
H 3.6309 1.3540 -0.0327
H 1.8797 1.6171 -0.3715
H 2.2512 1.3641 1.2596
H -0.1206 1.0011 0.1315
```

Output
* charge: +1
* SMILES: CN(C)/C=[NH+]/C(=O)C1CC1
* LUMO energy: -3.794 eV
* Kohn-Sham gap: 10.10 eV
* total energy: -12489.0714 eV